Entry 1:
DFT (ωB97M-V/def2-TZVPD) results for a structure of composition C6H13O3Sm at a distorted geometry.

Summary:
**2S+1**: 7
**Orbital gap (alpha / beta)**: 6.7409 / 6.9575 eV
**Charge**: +1

Cartesian coordinates (Å):
C  -2.1035  -0.3980  -2.2986
O  -0.9548  -0.2499  -1.4695
C  -0.3391  1.0340  -1.5091
C  0.9766  0.8999  -0.7733
O  1.4776  2.1226  -0.3649
C  2.3244  1.8453  0.7437
C  1.4974  0.8807  1.5856
O  0.6652  0.2652  0.5937
H  -2.5416  -1.3756  -2.0723
H  -2.8257  0.3982  -2.0716
H  -1.7972  -0.3621  -3.3524
H  -0.9830  1.7655  -0.9989
H  -0.1535  1.2928  -2.5602
H  1.7368  0.4038  -1.4018
H  2.5253  2.7840  1.2682
H  3.2482  1.3495  0.4067
H  0.7676  1.3677  2.2432
H  2.1019  0.1685  2.1559
Sm  -0.5777  -1.6329  0.3225
C  -1.6966  -1.1782  2.5249
H  -2.2322  -0.2144  2.5419
H  -2.4708  -1.9505  2.6717
H  -1.0174  -1.2681  3.3895

Forces on the atoms, in the same order (eV/Å):
C -0.263 0.291 -0.371
O 0.037 0.518 -0.581
C -0.122 0.275 -0.073
C 0.059 1.040 1.628
O -0.230 0.064 -0.501
C 0.217 0.114 0.377
C -0.577 0.673 0.260
O 1.071 -0.234 -2.260
H 0.008 0.172 -0.109
H 0.098 -0.257 -0.145
H -0.207 -0.013 0.227
H 0.226 -0.052 -0.267
H -0.050 0.237 0.275
H -0.191 -0.715 0.738
H 0.126 -0.230 -0.286
H -0.112 0.301 0.066
H 0.543 0.107 0.096
H -0.176 -0.058 -0.313
Sm -0.487 -2.239 1.576
C -0.098 -0.191 -0.475
H 0.254 -0.167 0.246
H 0.089 0.111 0.046
H -0.215 0.252 -0.154

---

Entry 2:
DFT (ωB97M-V/def2-TZVPD) results for a structure of composition C40H29BrN10O5PmSSe at a distorted geometry.

Summary:
**2S+1**: 5
**Orbital gap (alpha / beta)**: 6.4479 / 6.4540 eV
**Charge**: +3

Cartesian coordinates (Å):
Pm  0.0360  0.2178  0.1085
O  2.0516  -3.4658  5.3028
C  1.6301  -2.8849  4.2077
C  1.8488  -3.3840  2.9136
C  1.3723  -2.6794  1.8316
N  0.6913  -1.5240  1.9232
C  0.4590  -1.0928  3.1671
Br  -0.6347  0.4825  3.2430
C  0.8958  -1.6876  4.3217
H  2.5163  -4.3042  5.1516
H  2.3974  -4.3041  2.7723
H  1.5386  -3.0471  0.8257
H  0.6945  -1.2814  5.2998
O  -3.5772  5.1807  -5.1646
C  -3.5234  4.4817  -4.0488
O  -4.3683  4.5241  -3.1975
C  -2.3255  3.5963  -3.7967
C  -1.0120  4.0122  -3.9802
C  0.0292  3.2596  -3.4647
C  -0.2309  2.0682  -2.7813
C  -1.5497  1.5988  -2.6942
C  -2.5824  2.3712  -3.1780
N  0.7551  1.3372  -2.1061
C  1.9699  1.3130  -2.5246
C  3.0103  0.5971  -1.8006
C  4.3151  0.5759  -2.3016
C  5.2728  -0.1810  -1.6447
C  4.9040  -0.8513  -0.4887
C  3.5973  -0.7300  -0.0274
N  2.6501  -0.0493  -0.6662
H  -2.8797  4.9930  -5.8088
H  -0.7880  4.9424  -4.4809
H  1.0394  3.6314  -3.5384
H  -1.7407  0.6178  -2.2535
H  -3.6104  2.0560  -3.0801
H  2.2760  1.7927  -3.4543
H  4.5645  1.1376  -3.1912
H  6.2791  -0.2400  -2.0282
H  5.6111  -1.4543  0.0568
H  3.3151  -1.2029  0.9062
O  -1.2328  -6.5477  -3.4665
N  -2.1114  -6.2693  -2.6942
O  -3.0914  -6.9209  -2.4667
C  -1.9912  -5.0108  -1.9195
C  -2.9205  -4.8379  -0.9433
C  -2.9219  -3.6869  -0.1147
C  -3.8905  -3.5232  0.8919
C  -3.8485  -2.3848  1.6602
C  -2.8531  -1.4394  1.3999
N  -1.9191  -1.5604  0.4630
C  -1.9442  -2.6818  -0.2996
C  -0.9567  -2.8550  -1.3425
N  -0.0441  -1.8665  -1.5173
C  0.8552  -2.0160  -2.4819
C  0.9422  -3.1380  -3.3000
C  0.0263  -4.1506  -3.1414
C  -0.9702  -4.0276  -2.1522
H  -3.6813  -5.5922  -0.7904
H  -4.6445  -4.2843  1.0320
H  -4.5657  -2.2029  2.4465
H  -2.8393  -0.5293  1.9873
H  1.5560  -1.2055  -2.6266
H  1.7167  -3.1994  -4.0478
H  0.0742  -5.0306  -3.7656
Se  -0.1325  4.3407  0.9604
N  -1.7823  4.8147  0.9614
C  -2.5633  3.7881  0.6505
C  -3.9688  3.7608  0.5440
C  -4.5410  2.5545  0.2241
C  -3.7425  1.4129  0.0237
N  -2.4216  1.3865  0.1221
C  -1.8436  2.5685  0.4153
N  -0.5118  2.6673  0.5167
H  -4.5446  4.6561  0.7114
H  -5.6133  2.4642  0.1329
H  -4.2168  0.4724  -0.2282
S  2.2133  1.4755  2.0560
C  2.9907  2.9176  2.4926
N  2.6978  3.4710  3.7002
C  3.3033  4.5774  4.1791
C  4.2679  5.2074  3.4436
C  4.6129  4.6764  2.1893
C  3.9784  3.5540  1.7183
H  2.0137  2.9903  4.2784
H  2.9907  4.9256  5.1528
H  4.7589  6.0871  3.8244
H  5.3845  5.1486  1.6010
H  4.2368  3.1162  0.7674

Forces on the atoms, in the same order (eV/Å):
Pm 0.250 -0.293 0.239
O 0.143 -0.194 0.536
C -0.332 0.414 -0.954
C -0.013 0.076 0.097
C 0.100 -0.121 -0.048
N 0.068 0.233 0.242
C -0.055 0.024 -0.109
Br -0.155 -0.429 0.289
C 0.088 -0.175 0.115
H -0.082 0.169 -0.041
H -0.009 -0.063 -0.095
H 0.032 -0.019 -0.005
H -0.100 0.077 0.052
O -0.236 0.514 -0.434
C 0.419 -0.655 0.515
O -0.185 0.220 -0.234
C 0.059 -0.112 0.102
C -0.200 -0.117 -0.046
C 0.055 -0.305 0.342
C -0.830 0.494 -0.590
C 0.518 -0.034 -0.102
C -0.027 0.104 -0.135
N 1.034 -0.540 0.140
C -0.589 0.143 0.074
C 0.575 -0.313 0.316
C -0.593 0.056 0.154
C -0.088 -0.117 0.264
C -0.032 0.220 -0.247
C -0.041 -0.108 0.052
N -0.124 0.009 -0.406
H -0.037 -0.131 0.219
H -0.012 0.142 0.002
H 0.117 0.092 0.010
H -0.035 0.217 -0.126
H -0.081 -0.053 0.043
H -0.132 0.085 0.014
H -0.033 -0.021 -0.062
H 0.117 -0.017 -0.011
H 0.077 -0.039 0.084
H -0.022 0.037 -0.079
O 0.446 -0.328 -0.477
N -0.182 0.413 0.423
O -0.404 -0.509 -0.113
C -0.624 0.392 0.900
C 0.308 -0.335 -0.537
C 0.382 0.520 0.018
C 0.222 0.310 0.019
C 0.022 -0.219 -0.184
C -0.021 0.102 -0.015
N -0.010 0.003 -0.098
C -0.334 -0.364 0.090
C -0.158 -0.477 -0.194
N 0.114 0.210 -0.028
C 0.106 0.055 -0.039
C -0.282 -0.066 0.165
C 0.360 0.256 -0.123
C 0.172 0.276 0.084
H 0.059 -0.010 -0.059
H -0.064 -0.036 0.064
H -0.022 0.008 0.023
H 0.059 -0.090 -0.071
H -0.058 -0.080 0.058
H 0.036 0.004 -0.073
H -0.048 0.134 0.094
Se 0.517 -0.424 -0.104
N -1.130 0.681 0.033
C 0.804 -0.169 0.056
C -0.454 -0.387 -0.139
C -0.029 0.772 0.170
C 0.725 -0.385 0.012
N -0.255 -0.203 0.033
C 0.524 1.001 0.176
N -0.568 -0.669 -0.205
H -0.132 0.103 -0.005
H -0.021 -0.008 -0.055
H -0.041 -0.063 0.003
S 0.105 -0.422 -0.062
C 0.080 0.105 -0.146
N 0.088 -0.020 -0.147
C 0.324 0.410 0.054
C -0.060 -0.098 -0.055
C -0.171 -0.005 0.225
C -0.140 0.070 0.205
H 0.115 0.045 -0.184
H -0.028 -0.068 0.022
H -0.010 0.062 0.098
H 0.076 0.064 -0.052
H -0.007 -0.034 -0.039

---

Entry 3:
DFT (ωB97M-V/def2-TZVPD) results for a structure of composition C7H9N5 at a distorted geometry.

Summary:
**Orbital gap**: 8.0139 eV

Cartesian coordinates (Å):
C  -0.1176  -2.3137  -1.9103
C  0.1018  -1.0857  -0.9677
C  0.5588  -0.8962  0.4475
C  -1.0754  -0.3778  -0.2239
C  -0.8444  -1.1886  0.9505
C  1.3055  0.1114  0.9491
C  -1.3872  0.9405  -0.2025
N  0.4203  -1.5510  -2.8336
N  0.7025  -0.4174  -2.1848
N  0.8026  0.8633  1.9745
N  -1.4403  1.6885  1.0259
N  -0.1177  1.9546  1.6286
H  -0.9661  -2.2504  0.8101
H  -0.9518  -0.9874  2.0695
H  2.2055  0.4726  0.4200
H  -1.1376  1.5404  -0.9686
H  0.5624  -1.7886  -3.7483
H  1.6558  0.0734  -2.3092
H  1.4712  1.4196  2.4611
H  -1.9216  1.1652  1.7121
H  0.1732  2.6272  0.8999

Forces on the atoms, in the same order (eV/Å):
C -0.412 -0.171 0.312
C 0.682 1.553 -1.281
C 0.850 0.013 0.431
C -1.419 1.663 -0.950
C 1.433 -1.101 3.420
C 1.208 -1.099 -2.146
C 0.534 -2.697 1.854
N -0.563 -2.841 2.127
N 1.370 4.419 1.105
N -1.179 1.343 1.053
N 0.395 -0.251 0.856
N -1.678 0.661 -1.543
H -0.538 -0.420 -0.297
H -0.490 0.439 -1.842
H -0.376 -0.248 0.082
H 0.569 1.793 -2.999
H 0.484 -0.196 -2.903
H -1.826 -1.575 0.663
H 0.704 -0.209 0.649
H -0.851 -0.379 0.915
H 1.104 -0.696 0.492

---

Entry 4:
DFT (ωB97M-V/def2-TZVPD) results for a cluster of 4 separate species, CH10NO4 in total at a distorted geometry.

Summary:
**Orbital gap**: 8.1342 eV
**Charge**: -1

Cartesian coordinates (Å):
N  -0.8778  -1.8661  0.5218
C  -1.0852  -0.4986  -0.2285
O  -0.3739  0.5578  0.0855
H  -0.7793  -2.5057  -0.2543
H  -0.4660  -2.2163  1.3946
H  -0.9301  -0.7687  -1.2885
H  -2.2582  -0.3138  -0.1550
H  1.8075  0.8675  -1.9289
H  1.7457  0.7764  -0.4594
O  2.4129  0.8132  -1.1368
H  -0.6078  1.8299  -0.9233
H  -0.4126  3.4393  -0.6160
O  -0.4169  2.7422  -1.3727
H  0.5778  -0.5592  1.5267
H  0.4953  -1.5080  2.5336
O  1.1686  -0.7900  2.3012

Forces on the atoms, in the same order (eV/Å):
N -0.636 -0.168 -1.332
C -2.135 -0.160 0.420
O 0.661 0.080 0.837
H 0.327 -0.451 0.653
H -0.374 0.863 -1.091
H -0.009 -0.646 -0.094
H 1.609 -0.239 0.121
H 1.088 0.064 1.183
H -0.849 -0.117 0.972
O -0.401 0.044 -2.111
H 0.680 1.220 0.176
H -0.020 -2.268 -1.952
O -0.474 1.123 1.867
H 1.369 1.193 0.067
H 1.993 1.128 0.688
O -2.828 -1.665 -0.402

---

Entry 5:
DFT (ωB97M-V/def2-TZVPD) results for a cluster of 2 separate species, C3H10N2 in total.

Summary:
**SMILES string**: [H]/N=C\N.CC
**Orbital gap**: 10.3942 eV

Cartesian coordinates (Å):
H  0.5573  -0.4678  1.2502
N  -0.0979  0.1614  1.7193
C  -1.2790  -0.1311  1.3631
N  -1.6957  -1.2101  0.6213
H  -2.0881  0.5635  1.5980
H  -2.6633  -1.3007  0.3598
H  -1.0197  -1.6734  0.0335
C  0.9505  0.1260  -1.8863
C  1.9245  1.1201  -1.2579
H  1.1590  -0.8939  -1.5726
H  1.1716  0.1185  -2.9540
H  -0.1101  0.3425  -1.7594
H  2.9463  0.8046  -1.4457
H  1.7841  2.1149  -1.6908
H  1.7946  1.2999  -0.1945

Forces on the atoms, in the same order (eV/Å):
H 0.154 -0.180 0.404
N 0.053 0.159 -0.530
C -0.298 0.283 -0.291
N 0.071 -0.048 -0.121
H -0.017 -0.265 0.446
H 0.162 0.147 -0.051
H -0.110 -0.083 0.111
C 0.530 -0.007 -0.382
C -0.443 0.521 0.047
H -0.112 -0.147 0.313
H -0.277 -0.016 -0.162
H 0.099 0.132 0.175
H 0.144 0.032 0.029
H 0.118 -0.121 -0.215
H -0.074 -0.406 0.226

---

Entry 6:
DFT (ωB97M-V/def2-TZVPD) results for an isolated molecule of C14H22F6NO3P at a distorted geometry.

Summary:
**SMILES string**: CC(C)(C)[C@@H]1CC(C(F)(F)F)(C(F)(F)F)O[P@@](=O)(N2CCCCC2)O1
**Orbital gap**: 9.5992 eV

Cartesian coordinates (Å):
C  2.4517  -1.8409  -2.3459
C  2.2357  -0.4246  -1.7586
C  3.1965  -0.2536  -0.5996
C  2.6088  0.5430  -2.8818
C  0.7581  -0.3159  -1.2276
C  -0.3092  -0.3926  -2.3351
C  -1.7903  -0.4429  -1.8173
C  -2.3964  -1.8499  -2.0981
F  -1.6256  -2.7906  -1.4664
F  -3.6219  -1.9658  -1.5286
F  -2.4625  -2.2077  -3.4264
C  -2.6853  0.5836  -2.6167
F  -2.1239  1.8318  -2.5486
F  -2.7778  0.3632  -3.9662
F  -3.9723  0.7028  -2.1963
O  -1.8539  -0.1357  -0.3864
P  -0.8242  0.9568  0.2474
O  -1.4615  2.3164  0.2515
N  -0.5223  0.5987  1.9194
C  0.0869  1.7302  2.6337
C  0.4807  1.3645  4.0847
C  -0.7516  0.7890  4.7897
C  -1.2456  -0.4431  4.0654
C  -1.6322  -0.0815  2.6117
O  0.5390  0.9493  -0.6058
H  2.0014  -2.6226  -1.6570
H  3.4911  -2.0797  -2.4910
H  1.9768  -1.9446  -3.3300
H  3.2039  0.7502  -0.1819
H  4.2136  -0.4189  -0.9267
H  2.8873  -0.9437  0.2081
H  1.9692  0.4177  -3.7562
H  2.4594  1.5461  -2.4872
H  3.6995  0.4831  -3.1174
H  0.5950  -1.1106  -0.4890
H  -0.0785  -1.2810  -2.9535
H  -0.1497  0.4630  -2.9891
H  -0.6157  2.5603  2.6047
H  0.9556  2.0659  2.0965
H  0.7940  2.2804  4.5586
H  1.3420  0.6790  4.0859
H  -0.4390  0.5242  5.8098
H  -1.5828  1.4827  4.8711
H  -0.4662  -1.1838  4.0534
H  -2.1058  -0.8906  4.6195
H  -2.5063  0.6002  2.6098
H  -1.9457  -0.9617  2.0632

Forces on the atoms, in the same order (eV/Å):
C -1.581 -0.797 0.862
C 0.038 -0.845 -0.660
C -0.532 0.035 0.810
C 0.070 0.773 0.718
C 0.287 -0.341 -1.166
C 0.370 -0.901 -0.609
C 0.307 0.514 -0.547
C -0.183 -1.474 1.151
F -0.308 0.705 -0.709
F 0.797 0.216 -0.946
F 0.105 0.848 1.987
C -0.617 2.468 -0.929
F -0.367 -1.256 0.434
F 0.482 -0.721 1.225
F 1.434 -0.536 0.174
O 0.653 -0.997 -1.329
P -1.443 4.531 2.317
O 1.066 -1.797 -0.572
N 0.299 -1.885 -2.099
C -0.181 -0.149 0.349
C -0.919 0.107 -1.138
C 0.933 -0.546 0.708
C -0.909 0.060 -0.304
C -0.369 0.605 0.623
O -0.767 -0.364 0.955
H 0.562 0.690 -0.775
H 0.491 0.098 0.124
H -0.023 -0.006 0.229
H -0.322 0.188 0.009
H 0.244 -0.438 -0.008
H 0.535 0.190 -0.231
H 0.328 -0.036 -0.145
H -0.069 0.346 -0.222
H -0.949 -0.273 -0.046
H 0.211 -0.065 -0.069
H -0.458 0.322 0.299
H -0.241 0.127 0.110
H -0.167 0.244 0.304
H 0.453 0.027 -0.398
H 0.185 0.369 0.251
H -0.417 -0.022 0.057
H -0.310 0.017 -0.085
H 0.098 0.489 -0.068
H 0.436 -0.467 -0.105
H 0.441 0.331 -0.620
H 0.124 -0.186 0.254
H 0.184 -0.196 -0.169